one | # C3H4N2O3

2 unconnected molecules or ions with the total composition C3H4N2O3 (ωB97M-V/def2-TZVPD, the OMol25 dataset).

The geometry in XYZ format:
```
12
Properties=species:S:1:pos:R:3:lowdin_charge:R:1
C -2.2868 -0.1830 -0.3281 -0.154
N 1.1265 0.4532 0.2862 0.080
C 0.7153 -0.6920 0.2076 -0.297
O -1.4977 0.1182 0.8034 -0.161
N 2.3626 0.9579 0.1647 0.096
C 3.4700 0.5252 -0.0168 -0.294
O 0.3040 -1.7619 0.0635 0.198
O 4.6020 0.3444 -0.1777 0.183
H -1.3343 1.0876 0.8698 0.106
H -3.3317 0.1056 -0.1789 0.079
H -1.9047 0.3061 -1.2302 0.085
H -2.2253 -1.2613 -0.4636 0.078
```

Results
Molar mass, g mol⁻¹: 116.076
2S+1: 1
Frontier orbital gap, eV: 10.141

***

two | # C3H4N2O3

A single C3H4N2O3 molecule (ωB97M-V/def2-TZVPD, the OMol25 dataset).

The geometry in XYZ format:
```
12
Properties=species:S:1:pos:R:3:lowdin_charge:R:1
C -1.7087 1.7210 -0.2580 -0.077
C -0.4038 -0.5529 0.1055 0.008
C -0.1498 0.9150 -0.1194 -0.431
N -2.7177 2.2237 -0.3954 0.122
N 0.3528 1.6194 1.1027 -0.355
O -0.0993 1.3011 2.1699 0.130
O 1.1626 2.4954 0.8839 0.107
O 0.6096 1.2059 -1.1961 0.070
H -0.9303 -0.7062 1.0442 0.095
H 0.5566 -1.0660 0.1342 0.104
H -0.9813 -0.9565 -0.7207 0.102
H 1.1097 2.0243 -1.0137 0.124
```

Results
Molar mass, g mol⁻¹: 116.076
2S+1: 1
Frontier orbital gap, eV: 11.224
SMILES: C[C@@](O)(C#N)[N+](=O)[O-]

***

Top of the stability list: one, leading by 1.407 eV.

***

one | # C5H12O2

2 unconnected molecules or ions with the total composition C5H12O2 (ωB97M-V/def2-TZVPD, the OMol25 dataset).

The geometry in XYZ format:
```
19
Properties=species:S:1:pos:R:3:lowdin_charge:R:1
C 2.2427 0.3921 1.0438 -0.113
C 1.1101 0.7358 0.0728 -0.253
C 0.3091 -0.4648 -0.3636 -0.111
O -0.7423 -0.9283 2.0693 -0.068
C -0.8984 -0.4333 -0.9294 -0.426
C -1.6302 0.8219 -1.3237 -0.017
O -1.4455 -1.6292 -1.3444 0.021
H 1.8319 -0.0007 1.9800 0.066
H 2.9164 -0.3608 0.6149 0.073
H 2.8403 1.2826 1.2702 0.070
H 0.4571 1.4863 0.5435 0.109
H 1.5263 1.2024 -0.8312 0.114
H 0.7690 -1.4473 -0.2462 0.128
H -0.4388 -1.8329 1.9075 0.048
H -1.0258 -0.6603 1.1793 -0.001
H -1.3806 1.0133 -2.3741 0.095
H -2.7222 0.7300 -1.2437 0.084
H -1.3110 1.6891 -0.7334 0.078
H -2.4080 -1.5960 -1.2915 0.102
```

Results
Molar mass, g mol⁻¹: 104.149
2S+1: 1
Frontier orbital gap, eV: 9.409
SMILES: CC/C=C(\C)O.O

***

two | # C5H12O2

2 unconnected molecules or ions with the total composition C5H12O2 (ωB97M-V/def2-TZVPD, the OMol25 dataset).

The geometry in XYZ format:
```
19
Properties=species:S:1:pos:R:3:lowdin_charge:R:1
O 1.2712 1.7647 -1.6240 0.062
C 1.0262 0.6349 -1.1761 -0.404
C 2.5115 0.9509 0.7796 -0.106
C -1.4631 0.2877 -0.9953 -0.113
C 1.9323 0.0164 -0.2407 -0.229
C -0.2080 -0.2353 -1.6659 -0.178
H 3.1866 0.4631 1.5027 0.080
H 1.6969 1.4441 1.3362 0.084
H 3.0800 1.7213 0.2319 0.083
H -1.6021 -0.1505 0.0073 0.074
H -2.3019 -0.0297 -1.6374 0.077
H -1.4853 1.3868 -0.9051 0.083
H 2.8234 -0.3131 -0.8089 0.141
H 1.4770 -0.8806 0.2212 0.122
H -0.2295 -0.0797 -2.7617 0.115
H -0.1632 -1.3259 -1.4816 0.111
O -4.1121 -1.8646 2.7691 -0.091
H -4.1022 -2.5093 3.5124 0.047
H -3.3374 -1.2813 2.9365 0.043
```

Results
Molar mass, g mol⁻¹: 104.149
2S+1: 1
Frontier orbital gap, eV: 10.123
SMILES: CCC(=O)CC.O

***

three | # C5H12O2

2 unconnected molecules or ions with the total composition C5H12O2 (ωB97M-V/def2-TZVPD, the OMol25 dataset).

The geometry in XYZ format:
```
19
Properties=species:S:1:pos:R:3:lowdin_charge:R:1
C -2.1480 1.6260 0.5063 -0.031
C -0.2473 0.6272 0.9737 0.121
C -0.2506 -0.3870 -0.0888 -0.549
O -0.6285 0.0943 -1.2651 -0.187
C 1.3719 -0.6044 -0.1191 -0.395
C 1.6055 -1.9943 -0.7014 -0.041
O 1.8608 0.4152 -0.9237 -0.043
H -2.4025 2.5755 0.0204 0.068
H -3.0324 1.0004 0.6455 0.064
H -1.7983 1.9202 1.5064 0.053
H 0.3309 1.5216 0.7503 0.119
H -0.3480 0.3696 2.0308 0.114
H -0.7144 -1.3324 0.2508 0.149
H -1.5468 1.1193 -0.3629 0.064
H 1.8505 -0.5279 0.8671 0.140
H 1.0738 -2.0787 -1.6552 0.091
H 2.6769 -2.1343 -0.8741 0.084
H 1.2492 -2.7798 -0.0256 0.082
H 1.0973 0.5694 -1.5355 0.095
```

Results
Molar mass, g mol⁻¹: 104.149
2S+1: 1
Frontier orbital gap, eV: 8.543

***

four | # C5H12O2

2 unconnected molecules or ions with the total composition C5H12O2 (ωB97M-V/def2-TZVPD, the OMol25 dataset).

The geometry in XYZ format:
```
19
Properties=species:S:1:pos:R:3:lowdin_charge:R:1
C 2.3277 0.2649 1.2845 -0.101
C 0.8862 0.6426 0.8956 -0.196
C 0.4458 -0.2438 -0.3311 -0.320
O 0.3701 -1.5700 0.0667 -0.030
C -1.5409 0.3059 -0.1599 -0.452
C -0.9345 -0.0434 -1.4114 -0.051
O -1.9785 -0.5011 0.6567 -0.061
H 2.3969 -0.7950 1.5479 0.076
H 3.0206 0.4543 0.4570 0.074
H 2.6823 0.8469 2.1452 0.075
H 0.2359 0.4811 1.7696 0.117
H 0.8432 1.7144 0.6676 0.111
H 1.1862 -0.1159 -1.1011 0.134
H -0.4764 -1.6626 0.5565 0.101
H -1.4370 1.3782 0.0621 0.138
H -1.0651 -1.0489 -1.8221 0.109
H -3.2025 -0.6228 -1.5435 0.080
H -0.9130 0.7121 -2.2147 0.120
H -3.1938 -0.8267 -0.8258 0.078
```

Results
Molar mass, g mol⁻¹: 104.149
2S+1: 1
Frontier orbital gap, eV: 10.658
SMILES: CC[C@@H](O)CC=O.[H][H]

***

Top of the stability list: two, leading by 0.224 eV.

***

one | # C5H12O2

A single C5H12O2 molecule (ωB97M-V/def2-TZVPD, the OMol25 dataset).

The geometry in XYZ format:
```
19
Properties=species:S:1:pos:R:3:lowdin_charge:R:1
C 1.7909 1.8481 -0.5526 -0.214
O 2.8141 0.8735 -0.9242 -0.107
C 0.3483 1.2182 -0.8175 -0.167
C -0.0087 0.0762 0.1850 -0.193
C -1.3570 -0.6140 0.0985 -0.247
C -1.7302 -1.7657 0.9606 -0.340
O -0.8643 -2.8692 0.9664 -0.066
H 2.0836 2.7870 -1.0287 0.099
H 2.0620 2.0077 0.6006 0.149
H 2.4307 0.5435 -1.7204 0.049
H -0.2111 2.0372 -0.5493 0.073
H 0.1813 1.0675 -1.8112 0.076
H 0.8069 -0.7465 0.2172 0.135
H -0.0166 0.6781 1.1615 0.132
H -1.4346 -1.1981 -0.8528 0.126
H -2.1612 0.1097 -0.0254 0.118
H -1.9639 -1.3384 2.0117 0.133
H -2.7636 -2.0624 0.6525 0.127
H -0.0066 -2.6525 1.4282 0.116
```

Results
Molar mass, g mol⁻¹: 104.149
2S+1: 1
Frontier orbital gap, eV: 11.103
SMILES: OCCCCCO

***

two | # C5H12O2

A single C5H12O2 molecule (ωB97M-V/def2-TZVPD, the OMol25 dataset).

The geometry in XYZ format:
```
19
Properties=species:S:1:pos:R:3:lowdin_charge:R:1
C -1.4610 -0.4584 1.6284 -0.102
O -0.1898 -0.2788 1.0488 -0.189
C -0.2018 0.3964 -0.2132 -0.427
C -0.6567 1.8450 -0.0961 -0.044
C 1.2148 0.2578 -0.7541 -0.120
C 1.5934 -1.2301 -1.0076 -0.240
O 0.5212 -2.1400 -0.8585 -0.081
H -1.8843 0.4817 2.0048 0.084
H -1.3390 -1.1417 2.4722 0.092
H -2.1705 -0.9013 0.9136 0.099
H -0.8831 -0.1497 -0.8832 0.146
H -0.0324 2.3996 0.6127 0.091
H -1.6982 1.9195 0.2329 0.072
H -0.5887 2.3289 -1.0760 0.085
H 1.8967 0.7049 -0.0219 0.119
H 1.3121 0.8647 -1.6656 0.117
H 1.9288 -1.3463 -2.0394 0.112
H 2.4199 -1.5388 -0.3504 0.114
H 0.2187 -2.0136 0.0526 0.070
```

Results
Molar mass, g mol⁻¹: 104.149
2S+1: 1
Frontier orbital gap, eV: 10.977
SMILES: CO[C@@H](C)CCO

***

three | # C5H12O2

3 unconnected molecules or ions with the total composition C5H12O2 (ωB97M-V/def2-TZVPD, the OMol25 dataset).

The geometry in XYZ format:
```
19
Properties=species:S:1:pos:R:3:lowdin_charge:R:1
C 0.3472 -2.0790 -1.1007 -0.103
C 0.5417 -1.3894 0.1875 -0.150
C -0.4316 -0.7572 0.8816 -0.151
C -0.3492 0.3696 1.7763 -0.213
C 0.7078 0.8870 2.4295 -0.014
H 1.2671 -1.9246 -1.6774 0.080
H 0.3281 -3.1707 -0.9261 0.081
H -0.5168 -1.8361 -1.7106 0.066
H 1.5385 -1.1922 0.5790 0.107
H -1.4528 -0.9421 0.5407 0.103
H -1.2852 0.9142 1.8803 0.101
H 0.5744 1.6077 3.2261 0.052
H 1.7335 0.6884 2.1320 0.061
H -0.0415 1.5175 -0.6351 0.001
H 0.8915 2.2646 0.3672 0.008
O 0.8009 1.9982 -0.5462 -0.066
H -1.0043 1.5241 -2.5144 0.042
H -2.0937 0.6443 -2.8243 0.042
O -1.5558 0.8757 -2.0653 -0.048
```

Results
Molar mass, g mol⁻¹: 104.149
2S+1: 1
Frontier orbital gap, eV: 8.924
SMILES: C=C/C=C/C.O.O

***

four | # C5H12O2

3 unconnected molecules or ions with the total composition C5H12O2 (ωB97M-V/def2-TZVPD, the OMol25 dataset).

The geometry in XYZ format:
```
19
Properties=species:S:1:pos:R:3:lowdin_charge:R:1
C 0.3893 -0.7850 1.4123 -0.190
C 0.7333 -1.3926 0.2782 0.011
C -0.6451 0.2914 1.5022 -0.200
C -1.5191 0.3243 0.2028 -0.190
C -2.6147 -0.3910 0.0734 -0.002
H 0.8678 -1.0823 2.3464 0.098
H 1.4261 -2.2217 0.3167 0.057
H 0.4075 -0.9566 -0.6555 0.041
H -1.4327 0.0539 2.2237 0.110
H -0.1914 1.2762 1.5669 0.082
H -0.9678 0.9191 -0.5174 0.099
H -3.0450 -0.5087 -0.9147 0.052
H -3.1277 -1.1196 0.6622 0.059
H 1.2907 -0.5125 -4.2519 0.028
H 0.6020 0.0296 -3.0093 0.016
O 1.0664 0.3040 -3.8098 -0.052
H 2.9230 1.4645 0.8370 0.042
H 1.4777 2.0665 1.0265 -0.012
O 2.3598 2.2406 0.7104 -0.050
```

Results
Molar mass, g mol⁻¹: 104.149
2S+1: 1
Frontier orbital gap, eV: 10.616
SMILES: C=CCC=C.O.O

***

Top of the stability list: two, leading by 1.158 eV.

***

one | # C3H6BrFO

2 unconnected molecules or ions with the total composition C3H6BrFO (ωB97M-V/def2-TZVPD, the OMol25 dataset).

The geometry in XYZ format:
```
12
Properties=species:S:1:pos:R:3:lowdin_charge:R:1
C 0.7564 -0.4047 0.7743 -0.236
C 0.2429 0.7969 0.1903 -0.045
C -2.1262 -1.0820 -1.2119 -0.661
O -3.3934 -0.7103 -1.2979 0.000
F -1.6505 -1.5575 -2.4014 -0.036
Br -1.7817 -2.5275 0.1401 0.688
H -0.0527 -1.1868 0.7417 -0.063
H 1.5903 -0.8324 0.2249 0.074
H 0.9726 -0.3109 1.8368 0.073
H -0.3955 1.4438 0.7625 0.042
H 0.3804 1.0225 -0.8504 0.038
H -3.9010 -1.1865 -1.9742 0.127
```

Results
Molar mass, g mol⁻¹: 156.982
2S+1: 1
Frontier orbital gap (alpha / beta), eV: 6.519 / 9.818

***

two | # C3H6BrFO

2 unconnected molecules or ions with the total composition C3H6BrFO (ωB97M-V/def2-TZVPD, the OMol25 dataset).

The geometry in XYZ format:
```
12
Properties=species:S:1:pos:R:3:lowdin_charge:R:1
C -1.0343 -0.0112 0.2984 0.015
C 0.3969 0.3628 -0.2485 -0.399
C 1.3978 -0.7440 -0.0740 -0.090
O 0.2896 0.7664 -1.6000 0.017
F 1.7607 -1.5863 -1.1276 0.010
Br 3.8928 0.2785 0.6008 -0.087
H -1.6178 -0.8281 0.0046 0.071
H -0.9912 0.1085 1.3596 0.085
H -1.4916 0.7202 -0.2892 0.066
H 0.7570 1.2074 0.3860 0.152
H 1.6008 -1.3341 0.8294 0.095
H 0.9928 1.3180 -1.7805 0.064
```

Results
Molar mass, g mol⁻¹: 156.982
2S+1: 1
Frontier orbital gap (alpha / beta), eV: 7.690 / 7.691

***

Top of the stability list: two, leading by 1.317 eV.